Density functional theory data (ωB97M-V/def2-TZVPD) for the molecule C4H5IO.

Structure (XYZ):
```
11
Properties=species:S:1:pos:R:3:forces:R:3
C 1.292 -2.983 -0.427 -0.851 -1.568 -0.661
C 1.239 -1.856 -0.086 0.718 3.519 0.107
C 0.938 1.858 -0.221 -1.007 -0.073 -0.646
C 1.443 -0.420 0.244 0.685 -1.556 -0.085
O 0.713 0.442 -0.511 -0.535 1.227 0.357
I 3.501 0.163 0.012 1.433 -0.432 -0.161
H 0.996 -3.902 -0.839 0.294 -0.809 -0.034
H 0.001 2.384 -0.501 0.556 -0.458 0.508
H 1.745 2.311 -0.775 0.217 -0.407 -0.978
H 1.297 2.065 0.771 -0.658 -0.313 0.939
H 1.434 -0.400 1.317 -0.854 0.871 0.655
```
Forces are in eV/Å.

Computed properties:
**Kohn-Sham gap**: 9.710 eV
**ΔE to the lowest compared entry with this formula, charge and spin**: 59.3 kcal/mol
**Structure (SMILES)**: C#C[C@@H](I)OC

Atomic partial charges in e from the natural (NBO) method, atoms 1 to 2:
1 C -0.18
2 C -0.05

Density functional theory data (ωB97M-V/def2-TZVPD) for the molecule C19H21ClN2O4S.

Structure (XYZ):
```
48
Properties=species:S:1:pos:R:3:forces:R:3
O 0.449 -3.443 -1.613 0.105 -0.413 -0.939
C 1.178 -2.898 -0.822 -6.210 2.569 1.470
N 0.732 -1.803 -0.054 -3.761 -0.595 -2.081
C -0.618 -1.288 -0.070 -1.713 -1.328 -3.177
C -1.678 -1.769 -1.066 -1.066 7.621 7.712
C -2.960 -0.997 -0.816 4.955 -1.122 2.279
C -3.207 0.004 0.204 -1.412 0.279 -6.012
C -2.090 0.486 0.780 -0.727 3.611 5.097
C -0.927 -0.193 0.771 4.606 -1.554 1.250
H -0.035 0.006 1.532 -2.099 0.218 -1.662
H -2.245 1.479 1.618 0.790 -3.021 -2.782
N -4.395 0.981 -0.040 3.046 -4.374 4.442
C -5.239 0.553 -1.115 7.054 15.421 3.292
H -4.723 0.734 -1.920 2.799 -0.313 -4.773
C -6.149 1.976 -1.164 3.595 -0.364 7.027
O -6.851 2.189 0.321 2.103 -1.955 -3.793
C -5.795 2.191 1.280 -3.254 7.794 -0.173
C -4.995 1.049 1.413 3.402 1.616 -2.859
H -4.122 1.334 2.065 -1.129 -0.981 -0.391
H -5.632 0.290 1.696 -0.662 -2.448 0.659
H -6.444 2.505 2.056 -0.186 -0.624 2.176
H -5.310 3.324 1.192 0.148 -2.951 -0.295
H -6.936 2.000 -1.723 -4.538 -0.051 -3.689
H -5.572 2.908 -1.121 0.306 -0.599 -0.826
H -5.906 0.022 -1.091 -11.812 -11.710 0.889
H -3.605 -1.191 -1.554 -3.087 -0.717 -2.266
H -1.555 -2.579 -1.619 0.324 -2.987 -2.698
H 1.250 -1.369 0.647 1.539 0.301 1.111
C 2.401 -3.307 -0.405 9.589 -3.562 -2.178
C 3.481 -2.151 -0.662 -0.998 2.760 -2.812
H 3.030 -1.206 -1.389 0.846 -2.703 2.084
H 4.357 -2.465 -1.292 -0.561 0.108 1.251
S 3.934 -1.334 0.896 0.249 -2.623 0.459
O 4.698 -2.436 1.572 -0.542 2.931 -0.969
O 2.666 -0.978 1.532 1.153 0.709 0.119
C 4.926 0.265 0.470 3.578 -10.543 2.131
C 4.264 1.241 -0.083 2.047 1.131 1.604
C 4.980 2.359 -0.019 -1.408 6.621 -6.556
C 6.349 2.290 -0.293 -4.887 -1.159 2.687
C 6.900 1.196 0.136 6.188 -9.331 1.864
C 6.343 -0.109 0.573 -8.386 16.659 -5.979
H 6.589 -0.887 0.945 4.022 -9.653 4.512
H 7.995 0.976 0.053 -0.583 1.385 -0.130
Cl 7.249 3.476 -0.749 3.276 5.132 -2.120
H 4.393 3.327 -0.625 1.746 -2.256 2.507
H 3.316 1.213 0.124 -5.814 0.192 0.071
H 2.646 -3.719 0.562 -0.893 0.187 0.643
H 2.864 -4.254 -1.132 -1.737 2.689 1.824
```
Forces are in eV/Å.

Computed properties:
**Kohn-Sham gap**: 7.104 eV
**ΔE to the lowest compared entry with this formula, charge and spin**: 395.5 kcal/mol
**Structure (SMILES)**: O=C(CCS(=O)(=O)c1ccc(Cl)cc1)Nc1ccc(N2CCOCC2)cc1

Atomic partial charges in e from the natural (NBO) method, atoms 1 to 2:
1 O -0.57
2 C 0.64

Density functional theory data (ωB97M-V/def2-TZVPD) for a structure of composition C2H2O6Rb.

Structure (XYZ):
```
11
Properties=species:S:1:pos:R:3:forces:R:3
Rb 25.859 -9.539 0.316 14.758 6.827 -2.092
O 22.659 -10.421 1.035 -2.149 4.102 2.356
C 23.142 -9.819 -0.041 -1.829 0.706 -6.630
O 22.634 -10.209 -1.152 -0.495 -0.207 1.663
O 24.048 -8.989 -0.084 -8.621 4.043 0.582
H 22.003 -10.922 0.546 -0.617 -0.819 0.189
O 23.522 -12.264 0.566 -0.048 -3.828 -0.492
C 24.777 -12.026 0.297 1.947 -5.338 -4.544
O 25.351 -12.590 -0.668 -0.100 0.744 0.560
O 25.264 -11.227 1.078 -0.484 -5.939 6.357
H 23.650 -11.532 1.174 -2.362 -0.291 2.050
```
Forces are in eV/Å.

Computed properties:
**Kohn-Sham gap**: 6.786 eV
**Net charge**: -1
**ΔE to the lowest compared entry with this formula, charge and spin**: 191.9 kcal/mol

Atomic partial charges in e from the Löwdin method, atoms 1 to 2:
1 Rb 1.46
2 O 0.06

Density functional theory data (ωB97M-V/def2-TZVPD) for a structure of composition C15H24N2O3.

Structure (XYZ):
```
44
Properties=species:S:1:pos:R:3:forces:R:3
C -1.642 0.631 -6.216 -2.342 -2.128 13.605
C -0.523 0.034 -5.377 -4.668 2.596 4.283
C -1.138 -0.832 -4.212 -3.644 3.540 2.731
C -0.109 -1.283 -3.194 4.230 -0.290 -2.717
C -0.656 -1.881 -2.063 -7.065 -4.459 5.337
C 0.149 -2.732 -1.068 2.783 -0.257 -3.932
C 1.099 -1.831 -0.358 9.680 -9.325 -6.021
C 0.809 -0.924 0.535 -5.501 3.639 7.359
C 1.891 -0.179 1.319 -2.679 4.941 -5.944
N 1.238 0.856 2.118 -1.364 -2.106 4.963
C 0.804 0.306 3.501 1.378 5.526 -2.428
C 0.334 1.287 4.389 2.263 -0.781 -7.415
C 0.133 2.912 3.799 1.885 -10.332 2.112
O -0.473 3.547 4.517 -2.657 5.608 2.183
N 0.649 3.014 2.582 -4.152 9.599 4.738
C 0.976 2.162 1.766 6.972 -5.143 -12.252
O 1.393 2.601 0.524 -2.444 -2.337 5.509
H 0.338 3.996 2.296 1.237 -1.678 -0.811
C -0.136 0.664 5.508 -2.411 6.287 6.686
O -0.146 -0.436 5.884 0.331 -4.819 -0.069
C -0.734 1.765 6.595 -9.274 -11.774 -1.787
H -1.220 1.137 7.626 2.016 1.578 -2.987
H -1.757 2.076 6.162 1.582 -0.138 0.360
H -0.299 2.505 6.867 5.823 8.977 2.993
H 1.184 -0.692 3.710 -0.717 0.105 -0.059
H 2.400 -0.918 1.780 2.304 -1.522 2.171
H 2.412 0.522 0.500 -0.207 -2.041 1.762
H 0.147 -0.354 -0.039 -0.952 2.648 -0.332
H -0.087 -1.363 1.318 2.453 0.807 -1.363
H 1.799 -1.440 -1.220 -1.000 -0.136 1.640
H 1.997 -2.726 0.153 -2.188 2.336 -1.095
H -0.228 -3.319 -0.321 -2.657 -1.232 1.577
H 0.695 -3.619 -1.738 -0.684 2.508 1.616
H -1.486 -2.649 -2.407 1.309 1.214 0.236
H -1.369 -1.288 -1.351 1.277 0.086 -1.495
H 0.502 -2.193 -3.670 -0.552 2.019 0.634
H 0.664 -0.494 -2.779 -1.403 -0.969 -1.727
H -2.046 -1.548 -4.457 2.507 0.714 0.037
H -1.830 -0.072 -3.490 1.533 -1.445 -1.882
H 0.073 -0.705 -5.629 3.601 -2.583 -3.201
H -0.075 0.910 -4.900 0.813 -0.609 0.005
H -1.292 1.142 -6.809 6.292 8.730 -11.757
H -2.192 -0.074 -6.522 -4.713 -4.972 -2.730
H -2.250 1.484 -5.630 1.004 -2.383 -0.534
```
Forces are in eV/Å.

Computed properties:
**Kohn-Sham gap**: 8.964 eV
**ΔE to the lowest compared entry with this formula, charge and spin**: 348.3 kcal/mol

Atomic partial charges in e from the natural (NBO) method, atoms 1 to 2:
1 C -0.51
2 C -0.41

Density functional theory data (ωB97M-V/def2-TZVPD) for the molecule C2H6N2OS2.

Structure (XYZ):
```
13
Properties=species:S:1:pos:R:3:forces:R:3
C 0.198 -0.228 0.372 0.607 2.855 -3.197
C 0.599 0.954 -0.693 0.299 -0.572 0.245
N -1.764 -0.852 1.718 3.149 2.190 1.843
N -0.997 0.019 0.851 -1.583 -4.319 1.757
O 0.948 -1.135 0.527 0.182 -1.819 0.823
S -0.019 0.824 -2.481 0.011 -0.802 0.381
S 2.373 1.086 -0.638 1.011 -0.180 0.057
H 0.258 1.958 -0.337 -0.161 -0.868 -0.491
H -1.097 -1.485 2.119 0.598 -0.059 0.706
H -2.334 -1.457 1.265 -2.270 -1.720 -2.688
H -1.445 0.845 0.842 -1.128 3.526 -0.663
H 0.638 -0.283 -3.064 -0.413 1.136 1.286
H 2.643 -0.246 -0.481 -0.301 0.632 -0.059
```
Forces are in eV/Å.

Computed properties:
**Kohn-Sham gap**: 9.440 eV
**ΔE to the lowest compared entry with this formula, charge and spin**: 31.2 kcal/mol
**Structure (SMILES)**: NNC(=O)C(S)S

Atomic partial charges in e from the natural (NBO) method, atoms 1 to 2:
1 C 0.67
2 C -0.57

Density functional theory data (ωB97M-V/def2-TZVPD) for the ion C5H12N3O3S with charge +1.

Structure (XYZ):
```
24
Properties=species:S:1:pos:R:3:forces:R:3
C -1.154 1.031 -0.378 2.024 0.962 -0.926
C 1.111 1.696 -0.931 2.169 1.365 -1.740
C -2.501 1.619 -0.403 -0.512 -1.343 -0.971
C -0.617 -3.207 1.025 0.686 0.549 -3.356
C 0.131 -2.063 1.687 -1.392 -0.501 2.193
N 1.835 2.776 -0.466 1.761 -3.254 -1.971
N -0.173 1.732 -0.720 -0.573 1.548 0.045
N 1.616 0.829 -1.877 -1.007 1.856 1.836
O -0.959 -0.193 0.068 -1.009 -2.663 1.289
O 0.998 -1.532 -0.707 -0.554 -0.563 0.072
O 1.286 0.158 0.988 0.838 1.046 1.416
S 0.520 -0.907 0.486 0.436 0.747 -1.684
H -2.446 2.551 0.100 -0.234 0.738 0.620
H -3.058 0.860 0.078 -1.406 -0.197 0.887
H -2.977 1.772 -1.395 0.841 -0.169 0.378
H -1.623 -2.891 0.697 0.458 0.011 0.088
H 0.018 -3.399 0.055 -1.506 -0.032 1.710
H -0.746 -4.156 1.472 0.317 -0.599 1.245
H 1.056 -2.350 2.223 -0.016 0.202 -0.812
H -0.412 -1.480 2.473 0.040 -0.488 -0.622
H 1.321 3.467 0.011 -0.171 0.920 0.552
H 2.891 2.804 -0.644 -2.496 0.212 0.694
H 2.556 1.012 -2.110 1.137 -0.187 -0.439
H 1.331 -0.131 -1.733 0.170 -0.160 -0.505
```
Forces are in eV/Å.

Computed properties:
**Kohn-Sham gap**: 11.170 eV
**Net charge**: +1
**ΔE to the lowest compared entry with this formula, charge and spin**: 2.0 kcal/mol
**Structure (SMILES)**: CCS(=O)(=O)O/C(C)=N\C(N)=[NH2+]

Atomic partial charges in e from the natural (NBO) method, atoms 1 to 2:
1 C 0.70
2 C 0.70

Number 1: molar mass 195.99 g/mol, E_HOMO -9.46 eV. Number 2: molar mass 408.91 g/mol, E_HOMO -7.79 eV. Number 3: molar mass 207.50 g/mol, E_HOMO -4.56 eV. Number 4: molar mass 280.37 g/mol, E_HOMO -9.51 eV. Number 5: molar mass 138.22 g/mol, E_HOMO -8.79 eV. Number 6: molar mass 194.24 g/mol, E_HOMO -14.50 eV.